No. 1
ORCA calculation (wB97M-V/def2-TZVPD) on a structure of composition C20H30B2FN2O20Pb.

The geometry in ORCA input format:
```
! RIJCOSX wB97M-V def2-TZVPD def2/J DEFGRID3
* xyz -1 1
Pb 20.2561 -26.2367 6.7636
F 20.4633 -28.0599 5.1415
O 19.9386 -20.8754 2.8973
O 17.7859 -26.6103 6.6052
O 21.2917 -30.7821 6.4233
O 23.3072 -32.8749 12.3476
O 19.2915 -23.2530 3.0725
O 19.3056 -24.7726 4.7634
O 18.2190 -20.4061 -0.1116
O 18.0521 -21.6459 4.2285
O 22.2458 -25.4421 5.3784
O 20.5060 -32.2240 10.5429
O 22.6497 -31.4593 10.7304
O 18.0488 -21.7105 1.7706
O 20.6329 -19.4208 1.3871
O 20.4253 -28.5538 8.1329
O 21.0067 -23.8616 8.0385
O 21.0178 -29.9998 9.7671
O 20.4485 -33.7643 12.1631
O 21.6548 -31.7614 8.4377
O 24.0937 -28.8789 8.6966
O 17.8048 -22.8065 6.1619
N 18.9456 -25.8613 9.0885
N 22.6792 -26.6960 7.8138
C 18.9800 -23.7277 4.2567
C 18.1415 -22.6990 5.0132
C 24.0037 -27.7646 9.5618
C 22.2771 -25.2267 3.9601
C 23.6030 -25.3835 5.8717
C 22.4670 -32.4057 11.6227
C 23.7049 -25.7542 7.3914
C 21.0391 -32.9517 11.5079
C 18.6440 -20.8049 0.9188
C 22.7541 -26.9266 9.2856
C 19.7855 -24.9704 9.9180
C 20.3115 -23.7068 9.2509
C 17.1326 -27.5562 5.7560
C 20.8729 -29.6022 8.5450
C 21.3213 -30.7796 7.6108
C 16.9661 -26.2802 7.7152
C 19.8307 -20.2348 1.7651
C 24.9514 -29.8633 9.2841
C 21.2677 -22.6295 7.3783
C 17.7070 -25.2162 8.6493
B 18.8261 -21.8548 3.0012
B 21.4825 -31.3888 9.8239
H 16.6176 -27.1012 8.3479
H 17.8376 -24.2943 8.0841
H 23.8646 -24.3251 5.8208
H 17.3906 -27.3915 4.7134
H 24.7004 -26.1893 7.5210
H 22.3057 -22.6672 7.0426
H 19.2660 -24.6403 10.8219
H 18.7805 -26.6702 9.6765
H 20.9521 -23.2759 10.0295
H 23.6401 -24.8254 7.9585
H 24.7692 -30.1284 10.3257
H 23.8483 -28.0136 10.6203
H 16.0550 -25.8063 7.3381
H 17.0039 -24.9694 9.4525
H 22.9451 -27.5641 7.3544
H 23.1703 -25.5553 3.4273
H 24.9056 -27.1462 9.6110
H 20.6909 -25.5397 10.1284
H 21.8911 -27.4917 9.6331
H 24.8060 -30.7924 8.7341
H 17.1053 -28.5899 6.0960
H 21.2666 -21.7087 7.9674
H 16.0604 -27.3145 5.7087
H 22.3224 -24.1449 3.7788
H 22.8582 -26.0256 9.8905
H 19.4538 -23.0303 9.1637
H 21.3520 -25.5672 3.5066
H 20.5359 -22.5435 6.5767
H 24.2763 -26.0394 5.3231
H 25.9930 -29.5568 9.1603
*
```

The value obtained for the orbital gap is 0.310 Eh. As for the LUMO energy: 1.8 eV. The calculation puts the electronic energy at -2737.32898 Ha. For the energy relative to the best compared isomer or geometry (same formula, charge and spin), the calculation gives 6.5 kcal/mol.

These are the Löwdin partial charges, in e, on atoms 1 to 6: Pb 1.637; F -0.627; O 0.230; O -0.350; O 0.182; O 0.138



No. 2
ORCA calculation (wB97M-V/def2-TZVPD) on a structure of composition C20H30ClO2Zn.

The geometry in ORCA input format:
```
! RIJCOSX wB97M-V def2-TZVPD def2/J DEFGRID3
* xyz -1 1
Zn 3.9683 0.9710 -0.1413
Cl 2.4232 0.9403 2.6725
O 1.8739 0.6604 -2.3742
O -1.0188 1.6292 0.3667
C -1.8636 -0.1571 4.4526
C 1.3030 0.6041 -4.5448
C 0.5559 -2.2579 3.2896
C -3.2692 0.1522 2.6402
C 1.4537 -0.4019 -3.3453
C 2.9151 1.8786 1.3377
C 2.1754 -2.5053 1.6191
C -1.8092 0.5041 -0.1522
C 2.8450 -2.1871 2.8514
C 0.1432 -1.1175 -3.0709
C 1.6899 1.6003 -3.4552
C -1.0939 2.6107 -0.7092
C -2.1375 0.6825 3.3274
C 1.8385 -1.9887 3.8585
C -2.7850 -1.2541 4.4128
C 0.7509 -2.5235 1.8973
C -3.6039 -1.0918 3.2428
C -2.3698 2.3071 -1.5719
C 2.5220 -1.3979 -3.7457
C -3.0137 1.1188 -0.8178
H -1.0799 -0.0129 5.1950
H -0.2075 -1.4746 -4.0641
H -3.7789 0.6296 1.8104
H 2.6641 -2.8663 0.6965
H -3.0068 3.1792 -1.6895
H 2.6201 2.0975 -3.7026
H -0.3994 -2.1929 3.8067
H 2.2376 -1.6854 -4.7776
H 3.9309 -2.0935 2.9910
H -2.1267 -0.2148 0.5823
H 0.9062 2.3351 -3.2485
H -1.5910 1.5697 3.0453
H 2.0566 1.8546 0.6732
H 0.2829 0.6383 -4.9580
H 2.0079 -1.5565 4.8381
H 3.4903 -0.8874 -3.8297
H 2.4876 -2.3162 -3.1321
H -2.0194 1.9694 -2.5639
H -0.6141 -0.4258 -2.6887
H -2.8084 -2.0927 5.1172
H 0.3091 -1.9708 -2.3888
H 2.0651 0.4452 -5.3342
H -1.2261 -0.0318 -0.9111
H -4.3212 -1.8161 2.8587
H -3.5964 0.4254 -1.4626
H -3.6780 1.6063 -0.0882
H 3.2899 2.8101 1.6907
H -0.1596 2.4391 -1.3106
H -1.2132 3.6475 -0.3597
H -0.0147 -2.7855 1.1647
*
```

The value obtained for the orbital gap (spin up / spin down) is 0.143 / 0.141 Eh. As for the LUMO energy (spin up / spin down): 1.3 / 1.3 eV. The calculation puts the electronic energy at -3169.80046 Ha.

These are the Löwdin partial charges, in e, on atoms 1 to 6: Zn 0.595; Cl 0.543; O -0.172; O -0.141; C -0.224; C -0.089